Density functional theory data (the ωB97M-V functional and the def2-TZVPD basis) for 2 unconnected molecules or ions with the total composition C4H9N3 at a distorted geometry.

Atoms and positions in Å:
N  -0.2160  0.3397  0.1088
N  0.9335  -1.3520  1.4599
N  0.7233  -0.6211  -1.9846
C  1.5423  -1.1043  -1.2889
C  -1.5130  -0.2995  0.0712
C  -0.2325  1.7799  -0.0200
C  0.9389  -0.3248  0.6894
H  1.7517  0.3853  0.8417
H  0.1434  -1.9758  1.3079
H  -0.6269  2.0450  -1.0049
H  2.2401  -1.8941  -1.1093
H  -1.4790  -1.3439  0.3734
H  -2.2262  0.2322  0.7038
H  0.7734  2.1878  0.0583
H  -0.8628  2.2359  0.7485
H  -1.8901  -0.2904  -0.9552

Cartesian forces, eV/Å:
N 1.421 -1.010 1.954
N 0.935 -0.443 -1.686
N 2.589 -1.152 1.489
C -1.755 -0.371 -4.372
C 0.369 0.166 -0.395
C 0.090 -0.485 -0.328
C -3.825 2.513 2.666
H 0.218 -0.120 -0.546
H -0.322 0.330 0.304
H -0.005 0.143 0.005
H 0.301 0.315 0.610
H 0.116 0.050 0.112
H -0.071 -0.033 0.143
H 0.046 -0.035 0.030
H -0.018 0.099 0.053
H -0.088 0.034 -0.038

Properties
HOMO level in eV: -8.337
ΔE to the lowest compared entry with this formula, charge and spin in kcal/mol: 74.39
Molecular weight in g/mol: 99.14
SMILES: [H]/N=C\N(C)C.C#N
LUMO in eV: 0.361

---

Density functional theory data (the ωB97M-V functional and the def2-TZVPD basis) for a single C4H9N3 molecule at a distorted geometry.

Atoms and positions in Å:
N  1.4041  0.0246  1.2175
N  0.1251  -2.1897  0.0305
N  -0.9807  -1.6031  0.4043
C  0.5787  0.0976  0.1431
C  1.0587  0.9100  -1.0205
C  -1.9744  0.6167  0.0092
C  -0.8106  -0.2936  0.2535
H  -2.0266  0.9680  -1.0280
H  2.3915  0.2143  1.1133
H  -1.9485  1.4821  0.6789
H  0.8303  0.3846  -1.9493
H  0.5140  -3.1323  -0.0365
H  0.5325  1.8698  -1.0270
H  2.1305  1.1187  -0.9844
H  1.0743  -0.5353  1.9948
H  -2.8989  0.0674  0.2007

Cartesian forces, eV/Å:
N -0.600 0.226 -0.723
N 1.548 2.028 -1.408
N 0.662 -2.130 -0.196
C 0.219 0.139 0.515
C 0.093 0.145 0.195
C 0.088 0.056 0.072
C 0.148 0.022 0.280
H 0.011 0.064 0.051
H -0.222 -0.242 0.058
H -0.125 0.082 -0.162
H -0.057 0.022 0.105
H -2.113 -0.403 1.322
H -0.034 -0.083 -0.042
H -0.072 -0.030 0.067
H 0.298 0.108 -0.159
H 0.156 -0.006 0.025

Properties
HOMO level (spin up / spin down) in eV: -6.700 / -6.696
ΔE to the lowest compared entry with this formula, charge and spin in kcal/mol: 97.02
Molecular weight in g/mol: 99.14
SMILES: [H]/N=N/C(C)=C(/C)N
LUMO (spin up / spin down) in eV: 0.634 / 0.631

---

Density functional theory data (the ωB97M-V functional and the def2-TZVPD basis) for 2 unconnected molecules or ions with the total composition C4H9N3 at a distorted geometry.

Atoms and positions in Å:
N  -2.0827  -0.2193  1.2440
N  0.4643  -0.5425  0.0616
N  -2.3992  0.9692  -0.8680
C  2.6255  0.5943  0.1839
C  -2.3340  0.3527  0.2450
C  0.2325  -1.5496  -0.6700
C  1.2493  0.2521  0.6172
H  0.6190  -2.6352  -0.4769
H  -0.4349  -1.5898  -1.4179
H  3.0067  -0.0237  -0.4977
H  -2.9570  1.8085  -0.8285
H  -2.5393  -0.9094  1.8207
H  0.7558  0.6442  1.4233
H  2.8373  1.5689  -0.0648
H  -2.1932  0.5705  -1.8181
H  3.1501  0.7091  1.0462

Cartesian forces, eV/Å:
N -0.442 1.026 -1.264
N 0.573 -2.481 -2.876
N -0.173 -0.117 -0.555
C -3.436 0.241 1.322
C 0.484 -1.387 0.617
C 2.642 -2.299 3.415
C 1.155 0.489 -1.146
H -0.230 2.131 0.308
H -2.445 0.734 -2.874
H 1.561 -2.625 -2.538
H -0.183 0.652 -0.405
H -0.248 -0.176 0.396
H -0.346 1.585 2.631
H -0.604 2.784 -1.440
H -0.250 0.290 1.350
H 1.943 -0.847 3.058

Properties
HOMO level in eV: -20.433
ΔE to the lowest compared entry with this formula, charge and spin in kcal/mol: 63.96
Molecular weight in g/mol: 99.14
Net charge: +2
LUMO in eV: -9.105

---

Density functional theory data (the ωB97M-V functional and the def2-TZVPD basis) for a single C4H9N3O molecule.

Atoms and positions in Å:
O  1.0364  -1.6272  -1.0398
N  -0.1435  -1.8681  -0.3120
N  -1.8496  -1.0882  0.9486
N  -1.1388  1.1442  -1.0579
C  -0.7340  -0.8583  0.1872
C  -0.3595  0.6157  0.0622
C  1.9253  0.9576  0.9911
C  1.1260  0.8285  -0.0515
H  -0.7203  1.1107  0.9733
H  1.5512  0.9065  2.0011
H  1.3608  -2.5168  -1.2319
H  2.9857  1.1042  0.8798
H  -0.8617  0.6691  -1.9123
H  -0.9371  2.1317  -1.1798
H  -2.2208  -2.0236  0.8750
H  -2.5389  -0.3535  0.9254
H  1.5188  0.8676  -1.0586

Cartesian forces, eV/Å:
O -0.123 0.333 0.035
N -0.121 -0.820 -0.010
N -0.373 -0.136 0.407
N -0.056 0.127 -0.095
C 0.737 0.454 -0.352
C 0.049 -0.304 -0.108
C 0.027 0.117 -0.002
C 0.042 0.174 0.108
H 0.114 -0.141 -0.105
H -0.127 -0.001 0.204
H -0.266 0.194 0.129
H 0.191 0.019 -0.066
H -0.032 0.075 0.038
H -0.036 -0.074 -0.023
H -0.052 0.070 -0.026
H -0.032 -0.069 -0.082
H 0.057 -0.018 -0.051

Properties
HOMO level in eV: -8.519
ΔE to the lowest compared entry with this formula, charge and spin in kcal/mol: 67.42
Molecular weight in g/mol: 115.14
SMILES: C=C[C@@H](N)/C(N)=N\O
LUMO in eV: 1.043

---

Density functional theory data (the ωB97M-V functional and the def2-TZVPD basis) for a single C4H9N3O molecule at a distorted geometry.

Atoms and positions in Å:
O  -1.8828  -0.0353  0.7989
N  2.2088  1.5016  -0.5309
N  -0.3230  0.8552  -1.1599
N  0.7700  -0.0071  2.0819
C  -0.7492  -0.2952  0.0805
C  1.1371  0.8763  -0.2624
C  -0.9138  -1.6163  -0.6410
C  0.5463  0.0904  0.6907
H  -0.9507  -2.4079  0.1092
H  1.4037  0.7047  2.4242
H  -1.8502  -1.6396  -1.2005
H  2.3277  1.7758  -1.5012
H  -1.0317  1.5802  -1.2036
H  -0.0690  -1.7967  -1.3022
H  1.1161  -0.9217  2.3535
H  -0.0486  0.6149  -2.1109
H  -1.6906  0.7207  1.3738

Cartesian forces, eV/Å:
O -0.091 0.494 -0.577
N -0.317 -0.012 -0.356
N 0.901 -1.156 0.381
N 0.360 -0.569 0.102
C 0.713 0.513 -0.595
C -0.668 0.377 0.072
C -0.121 0.083 0.222
C -0.803 0.296 -0.099
H 0.031 -0.019 -0.021
H -0.051 -0.074 -0.095
H 0.025 0.016 -0.016
H -0.039 0.169 0.265
H 0.393 0.376 0.408
H -0.016 0.015 0.037
H 0.145 0.166 0.180
H -0.527 -0.419 -0.079
H 0.064 -0.256 0.170

Properties
HOMO level in eV: -6.585
ΔE to the lowest compared entry with this formula, charge and spin in kcal/mol: 86.12
Molecular weight in g/mol: 115.14
LUMO in eV: 0.633

---

Density functional theory data (the ωB97M-V functional and the def2-TZVPD basis) for a single C4H9N3O molecule at a distorted geometry.

Atoms and positions in Å:
O  2.9628  0.4426  0.3874
N  -0.4136  0.3482  -0.0955
N  -2.6376  0.8733  -0.1499
N  1.8307  0.8649  0.3197
C  0.7460  -0.0591  0.6447
C  -0.2621  0.6746  -1.4964
C  -1.6170  0.5019  0.4995
C  1.0907  -1.5417  0.4718
H  -1.2575  0.6821  -1.9336
H  0.1936  1.6582  -1.6204
H  0.2825  -2.1590  0.8521
H  1.2443  -1.7659  -0.5808
H  -1.5915  0.2543  1.5732
H  0.5544  0.1387  1.7136
H  0.3591  -0.0720  -1.9904
H  -3.4909  0.9274  0.3923
H  2.0061  -1.7686  1.0129

Cartesian forces, eV/Å:
O -1.443 -0.019 0.057
N 0.602 0.117 -0.125
N -0.490 0.179 -0.305
N 1.625 0.809 -0.179
C -0.453 -1.295 0.488
C -0.043 0.015 -0.168
C -0.298 -0.063 0.633
C 0.232 0.408 0.042
H 0.109 -0.023 -0.099
H -0.023 -0.012 -0.062
H -0.098 0.015 0.024
H 0.019 -0.068 -0.084
H -0.093 0.077 -0.196
H 0.087 0.051 -0.188
H 0.026 -0.025 -0.052
H 0.215 -0.074 0.229
H 0.025 -0.094 -0.015

Properties
HOMO level in eV: -8.784
ΔE to the lowest compared entry with this formula, charge and spin in kcal/mol: 80.00
Molecular weight in g/mol: 115.14
SMILES: [H]/N=C/N(C)[C@@H](C)N=O
LUMO in eV: -0.308

---

Density functional theory data (the ωB97M-V functional and the def2-TZVPD basis) for a single C4H9N3O molecule at a distorted geometry.

Atoms and positions in Å:
O  -1.6524  0.8955  -0.5593
N  2.2165  -1.5073  -0.0434
N  0.8902  0.3262  0.4981
N  -0.1638  0.8673  1.2670
C  -0.1629  -1.8565  0.1274
C  1.0273  -1.0311  0.2034
C  -0.7799  1.0091  -1.7133
C  -1.2300  1.2516  0.6788
H  1.7078  0.6144  0.9581
H  -1.4214  1.3749  -2.5562
H  -0.3654  0.0086  -2.0444
H  0.0350  -2.8168  -0.4915
H  -2.0048  1.7622  1.1943
H  0.1263  1.6723  -1.3109
H  -0.9892  -1.1458  -0.3008
H  2.8685  -0.6721  0.0574
H  -0.4657  -2.0035  1.1385

Cartesian forces, eV/Å:
O -0.302 0.359 -0.551
N -0.773 1.952 0.382
N -1.077 -0.325 -0.165
N -0.659 1.259 0.097
C -1.749 0.237 -2.228
C 2.781 -0.402 -0.692
C 1.763 0.517 0.690
C 1.057 -2.065 -0.988
H 1.171 0.572 0.569
H 0.838 0.170 0.928
H -0.419 1.006 0.652
H -0.550 1.748 1.305
H -0.381 0.290 0.767
H -2.001 -1.190 -1.828
H 1.221 -1.906 0.461
H -0.468 -1.459 -0.193
H -0.453 -0.763 0.794

Properties
HOMO level in eV: -8.792
ΔE to the lowest compared entry with this formula, charge and spin in kcal/mol: 82.14
Molecular weight in g/mol: 115.14
SMILES: [H]/N=C(/C)N/N=C\OC
LUMO in eV: 0.720

---

Density functional theory data (the ωB97M-V functional and the def2-TZVPD basis) for a molecular structure, C4H9N3O at a distorted geometry.

Atoms and positions in Å:
O  1.6040  0.4851  -1.3045
N  -0.8259  0.3429  0.1027
N  1.4173  1.1264  0.0343
N  -0.7708  -0.5661  -0.8110
C  -2.2192  0.8817  0.5020
C  0.0433  -1.4352  -0.4728
C  0.4794  -1.8351  1.1269
C  0.2687  1.0735  0.5285
H  -2.5485  1.7892  -0.2099
H  0.2057  1.6164  1.4440
H  2.3859  0.9550  -1.3903
H  1.8771  -1.8731  1.1715
H  -0.2054  -2.9579  1.4525
H  -2.3639  1.2412  1.6316
H  -2.9476  0.0754  0.2326
H  0.3675  -2.3946  -1.0234
H  0.2199  -0.7639  1.7370

Cartesian forces, eV/Å:
O -2.468 -0.147 2.550
N -2.910 6.214 5.094
N 1.704 -0.078 -1.648
N -0.334 -1.994 -3.562
C -0.388 1.219 -1.120
C 2.525 -6.571 3.076
C 1.265 2.001 -0.470
C -1.433 -1.288 -0.818
H 0.934 -1.774 1.617
H -0.529 0.316 0.607
H 2.695 0.970 -1.191
H -4.723 -0.354 -0.063
H 2.559 3.812 -0.981
H 0.828 -1.077 -2.519
H 0.722 0.599 0.627
H -1.006 2.106 -0.232
H 0.559 -3.955 -0.967

Properties
HOMO level in eV: -8.067
ΔE to the lowest compared entry with this formula, charge and spin in kcal/mol: 198.20
Molecular weight in g/mol: 115.14
LUMO in eV: 0.764

---

Density functional theory data (the ωB97M-V functional and the def2-TZVPD basis) for a molecular structure, C4H9N3O at a distorted geometry.

Atoms and positions in Å:
O  1.6856  -1.2777  1.1032
N  1.4838  0.7745  -1.0078
N  0.7714  0.7689  0.6418
N  0.4741  1.4409  -1.6586
C  0.4364  -0.5693  1.1612
C  -0.6015  -1.3372  0.2683
C  -0.3453  2.1356  -0.8208
C  -0.2383  1.6708  0.4375
H  0.0120  0.9122  -2.4502
H  -0.9389  -0.4609  -0.3198
H  -1.1937  2.7639  -1.0480
H  -0.2618  -2.1121  -0.2934
H  1.5684  -0.2699  -1.2507
H  -1.4388  -1.7309  0.8483
H  -0.8937  1.8243  1.2391
H  -0.0188  -0.5202  2.1586
H  2.4250  -0.7724  1.3680

Cartesian forces, eV/Å:
O -2.192 -1.609 -0.263
N -0.365 -1.024 2.706
N 1.431 -0.908 -0.576
N 0.071 -1.129 -4.326
C 0.863 -0.784 -1.225
C -0.840 3.579 1.976
C -1.286 -0.099 2.376
C 0.649 -0.282 -0.894
H 0.396 0.770 1.419
H -0.555 -1.032 -0.316
H 0.452 0.126 -0.886
H 1.499 -1.964 -1.756
H -0.658 1.760 0.024
H 0.048 0.251 0.094
H -0.949 0.526 0.863
H 0.567 0.422 0.145
H 0.867 1.397 0.640

Properties
HOMO level in eV: -7.307
ΔE to the lowest compared entry with this formula, charge and spin in kcal/mol: 123.22
Molecular weight in g/mol: 115.14
LUMO in eV: 0.862

---

Density functional theory data (the ωB97M-V functional and the def2-TZVPD basis) for 2 unconnected molecules or ions with the total composition C4H9N3O2 at a distorted geometry.

Atoms and positions in Å:
O  -1.7732  0.6318  -1.6672
O  -2.6880  -0.3246  0.1377
N  0.2793  0.7925  1.0591
N  0.2080  2.1344  0.6613
N  -0.7352  -1.1769  -0.8462
C  -1.7333  -0.2306  -0.6212
C  1.3270  -0.0551  0.5966
C  -0.8732  -2.3572  -0.3725
C  2.5287  0.2991  0.1103
H  2.8051  1.3168  -0.1343
H  1.1551  2.4918  0.5088
H  -0.2276  2.1827  -0.2625
H  1.2140  -1.0798  0.9412
H  -1.7251  -2.6471  0.2628
H  -0.4476  0.3760  1.6410
H  -2.5705  1.1632  -1.4897
H  -0.0537  -3.0791  -0.4951
H  3.3102  -0.4380  -0.0300

Cartesian forces, eV/Å:
O 0.324 0.403 1.008
O 1.534 0.512 0.131
N 1.272 -1.492 -1.092
N -0.144 0.119 -0.224
N 1.003 -1.309 0.172
C -3.086 -1.275 -1.081
C 0.230 0.849 1.695
C -0.028 1.103 0.339
C -0.548 0.154 -0.068
H -0.131 0.026 -0.069
H -0.301 -0.211 0.505
H 0.063 -0.074 0.105
H -0.219 0.129 -0.186
H 0.077 0.077 -0.354
H 0.412 0.811 -0.372
H 0.198 -0.065 -0.220
H -0.364 0.300 -0.222
H -0.293 -0.057 -0.067

Properties
HOMO level in eV: -8.032
ΔE to the lowest compared entry with this formula, charge and spin in kcal/mol: 75.18
Molecular weight in g/mol: 131.14
SMILES: C=NC(=O)O.C=CNN
LUMO in eV: -0.223